{"formula": "C4H16N2O2", "method": "ωB97M-V/def2-TZVPD", "de_lowest_kcal_mol": 22.9, "lumo_ev": -6.42, "energy_ha": -421.3812, "charge": 2, "mol_weight_g_mol": 124.2, "homo_lumo_gap_ev": 11.6, "elements": ["O", "O", "N", "N", "C", "C", "C", "C", "H", "H", "H", "H", "H", "H", "H", "H", "H", "H", "H", "H", "H", "H", "H", "H"], "xyz": [[-4.26, 1.92, 0.11], [4.11, -2.76, 0.21], [1.40, -2.05, 0.37], [-1.63, 1.72, -1.04], [1.33, -0.59, -0.14], [-0.68, 1.07, -0.08], [-0.12, -0.25, -0.52], [-0.48, 1.61, 1.11], [1.09, -2.03, 1.34], [-0.21, -0.39, -1.61], [4.67, -2.49, 0.95], [0.78, -2.58, -0.25], [-4.27, 2.34, 0.98], [4.63, -3.16, -0.49], [-2.59, 1.59, -0.68], [-5.04, 2.31, -0.31], [0.11, 1.38, 1.97], [1.73, 0.01, 0.66], [2.40, -2.36, 0.22], [-1.29, 2.67, -1.20], [1.94, -0.55, -1.05], [-1.16, 2.39, 1.50], [-0.87, -1.02, -0.13], [-1.59, 1.22, -1.93]], "mulliken_charge": [-0.70, -0.65, -0.23, -0.11, -0.62, 0.46, -0.68, -1.03, 0.36, 0.37, 0.31, 0.41, 0.33, 0.32, 0.34, 0.34, 0.30, 0.44, 0.28, 0.39, 0.32, 0.27, 0.39, 0.40]}